[1]
Below is C33H77N10O11Pt as an isolated structure in a non-equilibrium geometry, with properties calculated with wB97M-V/def2-TZVPD.

XYZ file:
```
132
Properties=species:S:1:pos:R:3
Pt 3.067 19.325 7.642
C 3.504 24.447 6.998
C 4.562 23.610 6.226
C 6.021 24.255 6.174
O 4.662 22.211 6.572
H 2.546 24.140 6.577
H 3.662 25.522 6.916
H 3.485 24.140 8.044
H 4.140 23.697 5.225
H 6.381 24.433 7.187
H 5.937 25.242 5.721
H 6.593 23.521 5.606
C 2.332 30.697 5.326
O 1.463 30.635 4.441
N 3.431 29.947 5.439
C 4.356 30.086 6.545
C 3.774 29.065 4.314
H 2.238 31.468 6.107
H 5.363 30.464 6.372
H 4.677 29.066 6.757
H 3.853 30.384 7.465
H 4.804 29.090 3.959
H 3.582 27.999 4.434
H 3.405 29.389 3.340
C 2.005 20.966 11.738
O 2.596 20.432 10.827
N 1.534 20.195 12.811
C 0.738 20.691 13.885
C 1.911 18.827 12.880
H 1.682 22.018 11.694
H 1.152 21.453 14.545
H 0.591 19.857 14.570
H -0.272 20.910 13.538
H 2.316 18.539 13.850
H 1.021 18.199 12.832
H 2.701 18.435 12.239
C 10.875 28.566 1.950
O 11.947 28.873 1.645
N 10.162 27.523 1.357
C 8.891 27.083 1.888
C 10.703 26.804 0.173
H 10.286 29.021 2.761
H 8.070 27.408 1.249
H 8.622 27.342 2.911
H 8.762 26.007 2.010
H 11.176 25.835 0.337
H 9.878 26.715 -0.534
H 11.445 27.531 -0.158
C -1.333 21.703 7.569
O -0.287 21.082 7.211
N -2.559 21.276 7.302
C -3.690 22.158 7.269
C -2.863 19.894 6.923
H -1.343 22.777 7.810
H -3.575 23.194 7.587
H -4.545 21.618 7.677
H -3.905 22.335 6.215
H -2.012 19.225 6.791
H -3.451 19.383 7.685
H -3.346 19.937 5.947
C 7.021 25.954 13.252
O 7.493 26.530 14.242
N 7.544 25.026 12.420
C 8.916 24.651 12.420
C 6.635 24.329 11.432
H 6.023 26.182 12.846
H 8.925 23.668 12.892
H 9.489 25.350 13.029
H 9.262 24.594 11.388
H 6.562 25.013 10.587
H 6.919 23.331 11.098
H 5.605 24.207 11.768
C 10.114 29.155 7.743
O 9.244 28.606 7.042
N 11.377 28.858 7.902
C 12.295 29.655 8.809
C 12.082 27.740 7.218
H 9.788 29.999 8.371
H 11.765 30.166 9.614
H 12.935 30.356 8.273
H 13.069 28.995 9.200
H 11.588 27.142 6.452
H 13.009 28.050 6.734
H 12.205 26.963 7.973
C -2.051 30.226 7.348
O -2.140 31.153 8.167
N -1.670 28.950 7.641
C -1.642 28.035 6.502
C -1.457 28.555 9.058
H -2.030 30.511 6.285
H -2.604 27.692 6.119
H -1.081 27.179 6.875
H -1.049 28.388 5.658
H -2.264 27.945 9.464
H -0.578 27.933 9.225
H -1.453 29.450 9.680
C 2.809 18.774 2.891
O 2.694 18.700 4.127
N 1.778 18.692 2.015
C 1.930 18.897 0.634
C 0.496 18.375 2.502
H 3.761 19.071 2.424
H 2.935 18.696 0.261
H 1.360 19.775 0.332
H 1.347 18.044 0.286
H -0.109 19.241 2.771
H -0.131 17.851 1.781
H 0.656 17.694 3.338
C 13.569 21.487 5.851
O 14.799 21.510 6.211
N 12.529 21.600 6.741
C 11.029 21.612 6.259
C 12.692 21.733 8.128
H 13.199 21.467 4.814
H 10.452 20.698 6.401
H 10.897 21.882 5.211
H 10.391 22.423 6.611
H 12.462 22.761 8.408
H 12.110 21.012 8.703
H 13.696 21.463 8.455
C 0.228 26.478 1.660
O 0.659 27.491 1.143
N 0.794 25.260 1.628
C 0.226 24.207 2.448
C 2.174 25.039 1.270
H -0.722 26.490 2.217
H 0.149 23.294 1.857
H -0.787 24.393 2.804
H 0.975 24.027 3.220
H 2.288 25.194 0.197
H 2.864 25.767 1.697
H 2.461 24.021 1.534
```

Summary:
Calculated total energy (Eh): -2797.413757
E_HOMO (alpha / beta) (eV): -10.491 / -10.491
Net charge: +1
2S+1: 3
ΔE to the lowest compared entry with this formula, charge and spin (kcal/mol): 197.2

Atomic partial charges in e from the Löwdin method, atoms 1 to 99: atom 1 (Pt): 0.89, atom 2 (C): -0.05, atom 3 (C): -0.46, atom 4 (C): -0.03, atom 5 (O): -0.01, atom 6 (H): 0.07, atom 7 (H): 0.08, atom 8 (H): 0.07, atom 9 (H): 0.14, atom 10 (H): 0.07, atom 11 (H): 0.07, atom 12 (H): 0.07, atom 13 (C): -0.34, atom 14 (O): -0.02, atom 15 (N): -0.18, atom 16 (C): -0.06, atom 17 (C): -0.05, atom 18 (H): 0.14, atom 19 (H): 0.09, atom 20 (H): 0.07, atom 21 (H): 0.09, atom 22 (H): 0.08, atom 23 (H): 0.08, atom 24 (H): 0.09, atom 25 (C): -0.29, atom 26 (O): -0.04, atom 27 (N): -0.20, atom 28 (C): -0.07, atom 29 (C): -0.08, atom 30 (H): 0.14, atom 31 (H): 0.10, atom 32 (H): 0.09, atom 33 (H): 0.09, atom 34 (H): 0.09, atom 35 (H): 0.10, atom 36 (H): 0.09, atom 37 (C): -0.37, atom 38 (O): 0.08, atom 39 (N): -0.19, atom 40 (C): -0.10, atom 41 (C): -0.03, atom 42 (H): 0.13, atom 43 (H): 0.08, atom 44 (H): 0.08, atom 45 (H): 0.08, atom 46 (H): 0.08, atom 47 (H): 0.08, atom 48 (H): 0.08, atom 49 (C): -0.31, atom 50 (O): -0.08, atom 51 (N): -0.20, atom 52 (C): -0.06, atom 53 (C): -0.03, atom 54 (H): 0.13, atom 55 (H): 0.10, atom 56 (H): 0.10, atom 57 (H): 0.09, atom 58 (H): 0.08, atom 59 (H): 0.10, atom 60 (H): 0.10, atom 61 (C): -0.34, atom 62 (O): 0.01, atom 63 (N): -0.20, atom 64 (C): -0.06, atom 65 (C): -0.04, atom 66 (H): 0.13, atom 67 (H): 0.09, atom 68 (H): 0.10, atom 69 (H): 0.09, atom 70 (H): 0.08, atom 71 (H): 0.08, atom 72 (H): 0.07, atom 73 (C): -0.38, atom 74 (O): -0.04, atom 75 (N): -0.15, atom 76 (C): -0.02, atom 77 (C): -0.04, atom 78 (H): 0.13, atom 79 (H): 0.09, atom 80 (H): 0.08, atom 81 (H): 0.08, atom 82 (H): 0.08, atom 83 (H): 0.09, atom 84 (H): 0.09, atom 85 (C): -0.32, atom 86 (O): -0.01, atom 87 (N): -0.18, atom 88 (C): -0.07, atom 89 (C): -0.04, atom 90 (H): 0.14, atom 91 (H): 0.08, atom 92 (H): 0.07, atom 93 (H): 0.08, atom 94 (H): 0.08, atom 95 (H): 0.08, atom 96 (H): 0.08, atom 97 (C): -0.30, atom 98 (O): -0.06, atom 99 (N): -0.23

***

[2]
Below is one molecule with the formula C20H26N2O2S in a non-equilibrium geometry, with properties calculated with wB97M-V/def2-TZVPD.

XYZ file:
```
51
Properties=species:S:1:pos:R:3
C -6.253 -2.208 0.180
C -5.086 -1.276 0.320
C -4.906 -0.589 1.531
C -3.859 0.284 1.735
C -2.972 0.463 0.684
O -1.877 1.254 0.652
C -1.326 1.104 -0.597
C -0.135 1.883 -0.989
O 0.029 2.220 -2.154
N 0.754 2.209 -0.020
C 0.786 1.644 1.311
C 2.225 1.496 1.816
C 3.253 1.120 0.725
N 3.235 -0.259 0.266
C 2.039 -0.746 -0.391
C 2.381 -1.905 -1.317
S 2.945 -3.341 -0.356
C 4.276 -2.453 0.505
C 3.732 -1.226 1.223
C 3.159 2.100 -0.463
C 1.916 2.990 -0.379
C -2.047 0.233 -1.368
C -1.776 -0.200 -2.762
C -3.129 -0.211 -0.540
C -4.197 -1.089 -0.718
H -7.188 -1.665 0.313
H -6.210 -2.987 0.939
H -6.261 -2.677 -0.800
H -5.617 -0.754 2.327
H -3.729 0.808 2.669
H 0.294 0.670 1.301
H 0.225 2.288 2.002
H 2.556 2.437 2.259
H 2.243 0.743 2.606
H 4.242 1.237 1.185
H 1.602 0.048 -0.995
H 1.282 -1.098 0.332
H 1.504 -2.229 -1.874
H 3.177 -1.628 -2.008
H 4.712 -3.157 1.212
H 5.021 -2.163 -0.236
H 4.546 -0.771 1.795
H 2.950 -1.551 1.933
H 3.137 1.531 -1.392
H 4.043 2.738 -0.494
H 1.718 3.453 -1.346
H 2.051 3.775 0.372
H -2.659 -0.037 -3.378
H -0.948 0.368 -3.174
H -1.539 -1.264 -2.786
H -4.322 -1.609 -1.656
```

Summary:
Calculated total energy (Eh): -1435.905291
E_HOMO (eV): -8.375
Net charge: 0
ΔE to the lowest compared entry with this formula, charge and spin (kcal/mol): 22.8
SMILES: Cc1ccc2oc(C(=O)N3CCC(N4CCSCC4)CC3)c(C)c2c1

Population analysis type Löwdin, resulting atomic charges in e: atom 1 (C): -0.06, atom 2 (C): -0.28, atom 3 (C): -0.04, atom 4 (C): 0.01, atom 5 (C): -0.20, atom 6 (O): 0.08, atom 7 (C): -0.11, atom 8 (C): -0.40, atom 9 (O): 0.06, atom 10 (N): -0.04, atom 11 (C): -0.14, atom 12 (C): -0.10, atom 13 (C): -0.30, atom 14 (N): -0.15, atom 15 (C): -0.25, atom 16 (C): -0.45, atom 17 (S): 0.84, atom 18 (C): -0.46, atom 19 (C): -0.26, atom 20 (C): -0.09, atom 21 (C): -0.13, atom 22 (C): -0.13, atom 23 (C): -0.01, atom 24 (C): -0.10, atom 25 (C): 0.03, atom 26 (H): 0.08, atom 27 (H): 0.08, atom 28 (H): 0.07, atom 29 (H): 0.11, atom 30 (H): 0.12, atom 31 (H): 0.11, atom 32 (H): 0.13, atom 33 (H): 0.11, atom 34 (H): 0.11, atom 35 (H): 0.14, atom 36 (H): 0.11, atom 37 (H): 0.12, atom 38 (H): 0.07, atom 39 (H): 0.08, atom 40 (H): 0.07, atom 41 (H): 0.08, atom 42 (H): 0.12, atom 43 (H): 0.12, atom 44 (H): 0.12, atom 45 (H): 0.11, atom 46 (H): 0.12, atom 47 (H): 0.13, atom 48 (H): 0.09, atom 49 (H): 0.07, atom 50 (H): 0.09, atom 51 (H): 0.12

***

[3]
Below is C6H13NO as an isolated structure in a non-equilibrium geometry, with properties calculated with wB97M-V/def2-TZVPD.

XYZ file:
```
21
Properties=species:S:1:pos:R:3
C 0.091 0.775 0.350
C 1.107 1.212 -0.663
C 2.499 0.984 -0.225
O 2.897 0.231 0.620
C -1.114 0.138 -0.312
N -2.270 -0.194 0.099
C -3.189 0.887 0.487
C 1.200 -2.702 0.157
H 0.167 0.424 1.366
H -0.819 1.454 0.061
H 0.809 2.112 -1.171
H 1.718 0.325 -1.172
H 3.257 1.665 -0.653
H -0.921 -0.093 -1.385
H 0.659 -1.770 0.266
H -3.448 1.535 -0.352
H -2.777 1.525 1.278
H -4.096 0.457 0.878
H 1.647 -2.684 -0.830
H 2.002 -2.709 0.898
H 0.581 -3.572 0.301
```

Summary:
Calculated total energy (Eh): -366.171295
E_HOMO (eV): -7.729
Net charge: 0
ΔE to the lowest compared entry with this formula, charge and spin (kcal/mol): 164.8

Population analysis type Löwdin, resulting atomic charges in e: atom 1 (C): -0.12, atom 2 (C): -0.11, atom 3 (C): -0.39, atom 4 (O): 0.04, atom 5 (C): -0.30, atom 6 (N): -0.04, atom 7 (C): -0.15, atom 8 (C): -0.03, atom 9 (H): 0.14, atom 10 (H): 0.14, atom 11 (H): 0.13, atom 12 (H): 0.17, atom 13 (H): 0.13, atom 14 (H): 0.13, atom 15 (H): -0.02, atom 16 (H): 0.07, atom 17 (H): 0.07, atom 18 (H): 0.06, atom 19 (H): 0.02, atom 20 (H): 0.03, atom 21 (H): 0.02